A molecular structure, C51H45F3GeN8O2PS4Tl, computed with the ωB97M-V functional and the def2-TZVPD basis.

```
116
Properties=species:S:1:pos:R:3:forces:R:3
F 1.54785 -6.57049 7.11289 -0.011 -0.046 -0.024
C -2.75264 0.43703 3.15018 0.066 0.016 -0.076
C 4.00686 1.07930 -3.07281 0.035 0.086 -0.097
H 2.34461 3.40735 -8.78539 0.001 -0.003 -0.016
C 5.14817 -1.68214 2.99318 -0.041 0.067 -0.083
H -4.13101 0.31755 -0.43687 0.023 -0.148 -0.079
S 3.46012 -1.72523 -0.69142 0.018 -0.262 0.121
O -1.31381 0.36842 -0.38535 -0.049 -0.126 0.129
H 2.72953 2.76714 1.10425 0.054 -0.031 -0.007
C -6.33478 1.75560 0.77312 -0.011 0.043 -0.003
H -0.65475 -1.45370 -2.40006 0.056 0.132 0.003
Tl 0.86254 -0.53033 -0.36243 0.128 0.167 0.065
C 5.11332 1.51136 -2.35808 -0.040 -0.014 0.039
S 3.67579 0.32237 1.49629 -0.146 0.115 0.000
H -0.79365 -4.42469 3.41733 -0.015 -0.008 0.001
C -7.06984 1.55090 3.43427 -0.015 0.005 0.008
H -3.32923 8.34843 1.95954 -0.004 0.004 -0.005
C 0.29028 -3.06580 -2.81367 -0.239 0.255 0.241
H 0.43516 2.16004 4.43664 0.050 0.020 -0.012
C -3.34037 2.32991 -0.63530 0.069 -0.074 0.164
C 3.58605 3.09498 -7.05950 -0.005 -0.001 -0.021
H -5.38902 4.64905 2.55551 -0.018 -0.012 -0.006
C -7.64181 1.42468 1.10866 -0.014 -0.010 -0.018
C 2.37431 3.13113 -7.73815 0.004 0.001 0.001
C -0.52808 -1.88569 -4.77948 -0.034 0.009 -0.035
H -3.63971 -0.06609 2.78357 -0.016 -0.011 -0.003
C -2.31892 6.58713 1.26101 0.003 0.022 0.007
H -5.29540 7.09414 2.78554 -0.001 -0.005 0.007
H -1.54489 4.69128 0.65804 0.006 0.005 -0.030
H 4.56438 2.73572 -5.18606 0.003 0.011 0.012
H -8.37005 1.24185 0.32747 -0.001 0.006 -0.002
C 3.96554 -1.28773 0.86099 0.012 -0.088 -0.121
S 2.76389 3.85838 -2.33729 -0.061 0.042 -0.032
C 2.44854 2.42518 -5.03948 0.013 0.098 0.063
H 3.16148 -0.50863 -4.23361 -0.008 -0.017 -0.013
C 1.65427 -5.23038 7.26261 -0.010 0.033 -0.028
O -1.98729 -0.46039 -2.35209 -0.515 -0.018 -0.101
C 0.87999 -3.10438 3.62639 -0.019 0.003 -0.024
C -1.22583 2.28274 3.08675 0.062 -0.066 0.113
H 7.10256 1.04876 -1.70188 0.005 -0.004 0.024
C -2.16654 0.18017 -1.30308 0.184 0.371 -0.151
H 7.16557 -1.13916 -2.84917 0.000 -0.012 0.014
C 1.12984 -4.75338 -1.18597 -0.299 0.133 -0.141
H 5.06545 2.47176 -1.85957 0.008 0.015 -0.008
N -0.14961 -3.13016 -4.13194 -0.011 -0.016 -0.055
C 2.24575 -3.45227 5.59121 -0.006 -0.030 0.012
C -4.46981 6.56569 2.32281 -0.012 0.019 0.011
H -0.79218 -5.10333 -3.85433 0.011 0.004 -0.020
C 3.62024 2.75070 -5.71772 0.024 -0.027 0.015
C 2.24075 0.97836 0.58273 0.219 -0.403 0.034
C -1.99401 -0.16753 4.13941 0.003 -0.056 -0.008
C -0.46754 1.67978 4.08351 0.037 0.067 -0.089
C 0.44139 -1.77287 1.38850 -0.039 -0.340 0.182
C 0.63047 -2.39936 2.41085 -0.047 0.067 0.057
C 0.31423 -4.84067 5.20753 0.020 -0.016 0.029
C 5.17654 -0.95055 -3.63694 0.010 0.030 -0.062
H -7.35130 1.47287 4.47759 0.004 -0.006 0.006
N 0.99043 -4.20718 -2.46826 0.444 -0.028 0.034
N 5.51688 -1.33531 4.03069 0.012 -0.029 0.112
N 2.36181 -5.36905 -1.02783 0.293 0.077 0.051
C -0.84989 0.45762 4.61103 0.038 -0.046 0.003
H -2.28378 -1.13547 4.52986 0.007 -0.010 -0.010
H -5.03352 2.03503 3.87488 0.003 0.001 0.016
H -1.54061 -1.56548 -4.51139 0.007 -0.006 0.001
C 4.70287 -2.11386 1.71290 0.052 -0.002 0.079
C -4.51897 5.18354 2.19124 0.016 -0.006 0.017
Ge -3.53212 2.52957 1.30419 -0.070 0.349 -0.102
P 2.50483 2.12171 -3.22394 0.166 -0.274 0.050
H -6.06563 1.83867 -0.27329 0.004 -0.023 -0.013
H -0.90281 3.23035 2.67827 0.028 0.071 -0.022
S 0.94863 0.89679 -2.85279 -0.207 0.327 -0.105
C 0.05177 -4.15677 4.03682 0.001 0.022 0.008
H -1.45688 7.12771 0.89031 0.009 -0.004 0.002
C 1.20340 2.81172 -7.06664 -0.004 -0.003 -0.015
H -0.70544 -4.57999 -5.54886 -0.013 0.012 -0.007
C 1.97670 -2.76103 4.42315 0.016 -0.004 -0.008
C -5.37206 1.98220 1.75495 0.028 0.023 0.028
H 3.11276 -3.19075 6.18189 0.002 0.025 0.009
H -4.11008 3.00024 -1.03313 -0.014 -0.089 -0.048
C 6.28392 -0.51381 -2.91934 0.011 -0.001 -0.005
C -3.51297 0.89164 -1.13492 0.109 -0.072 -0.040
C -2.37972 1.67055 2.61309 -0.137 -0.178 -0.059
C -0.95732 -4.26822 -4.53123 0.005 -0.039 -0.024
H 0.41875 -5.06240 0.53080 0.004 0.001 0.044
N 0.10565 -2.05802 -2.05240 0.251 -0.458 -0.161
C 4.04204 -0.16182 -3.70581 0.026 0.023 -0.036
H -2.02380 -4.01152 -4.50658 -0.004 -0.006 0.015
F 2.86864 -4.99752 7.78889 0.046 0.020 0.000
H -0.32655 -5.65651 5.51775 -0.015 -0.004 -0.002
F 0.75662 -4.90458 8.22710 -0.034 0.018 0.014
C 1.41303 -4.49104 5.98650 -0.003 -0.023 0.022
H 4.50581 3.34123 -7.57634 0.014 0.000 -0.007
H 1.55161 -4.61202 -3.19950 0.003 0.017 0.048
C -2.37452 5.20661 1.13146 0.023 -0.051 0.015
H 3.12539 -4.77988 -1.33663 0.090 0.097 0.036
H 0.33314 2.19124 -5.19625 -0.008 0.012 0.007
N 5.34019 -4.53284 1.10769 0.009 -0.048 -0.030
H 0.16136 -1.09245 -4.49412 -0.008 -0.005 -0.002
H -0.24287 -0.02099 5.36925 0.008 -0.007 0.012
C -3.47290 4.47932 1.59759 0.046 -0.026 -0.039
C -8.01209 1.32172 2.44099 -0.007 -0.013 0.008
H 2.62403 -1.95485 4.10583 0.025 0.010 -0.001
C 6.24811 0.71208 -2.27589 0.003 -0.021 0.015
C 1.24050 2.45733 -5.72469 -0.011 -0.068 0.007
H -9.02893 1.05756 2.70502 -0.009 0.007 0.002
H 0.25466 2.83613 -7.58887 -0.017 0.000 -0.009
N 2.01245 2.20595 0.64014 -0.342 0.419 -0.062
H -0.47218 -2.03584 -5.85988 -0.013 0.004 -0.017
H 2.53445 -5.64870 -0.07382 0.020 -0.063 0.069
H 5.19409 -1.91644 -4.12698 -0.007 -0.017 0.011
H -2.37909 2.72485 -0.96892 -0.001 0.035 0.098
H -3.99394 0.84760 -2.11351 -0.064 0.079 0.064
C 5.05945 -3.44261 1.36333 -0.148 -0.035 -0.199
C -5.76467 1.87366 3.09043 0.008 -0.015 -0.014
N 0.14523 -4.74101 -0.39281 -0.136 0.019 0.148
C -3.36927 7.27055 1.85781 0.007 0.005 0.007
```
Positions in Å, forces in eV/Å.

**Highest occupied orbital energy**: -3.0 eV
**Lowest unoccupied orbital energy**: 3.6984 eV
**F_max**: 0.011 Eh/bohr
**2S+1**: 1
**Total charge**: -2
**Electronic energy**: -191628.0356 eV

***

A molecular structure, C51H45N2O3OsP2S4 in a non-equilibrium geometry, computed with the ωB97M-V functional and the def2-TZVPD basis.

```
108
Properties=species:S:1:pos:R:3:forces:R:3
H -2.28815 -5.90860 -0.49553 0.326 0.142 -0.725
H -0.45793 -1.09402 4.77138 1.278 0.701 0.254
C -0.94854 4.54300 -0.06719 1.590 0.013 0.829
H -2.85470 -5.26504 -2.03497 -0.996 0.466 -0.325
H 0.26313 -2.36109 -4.31250 -0.077 0.981 0.085
H -4.32391 -3.39009 2.93087 -0.653 0.240 0.062
C -0.70707 1.96743 6.24690 -3.916 -1.020 -0.674
C -3.01304 1.52316 2.22451 2.882 0.691 -1.049
H -3.04376 -0.94858 -3.94315 -0.387 0.476 0.119
C -3.52407 -2.83389 3.37969 1.676 -0.459 0.579
C 0.95712 -0.67597 -6.26045 0.117 -0.179 -1.862
C 3.72964 -0.31659 0.03375 0.378 2.377 -1.496
C 4.47204 -1.00962 -1.09466 1.888 -0.727 1.715
S 1.83745 1.63490 0.18117 0.317 -0.665 -0.248
C -0.94248 5.93717 -0.00025 -0.366 -0.715 -0.340
C -1.21855 -1.61054 4.26694 0.106 -1.114 0.311
C 3.05861 -1.30409 0.86546 -1.570 -2.410 0.830
C 0.38465 -1.31132 -3.97210 -0.048 -1.949 -0.601
C -2.13160 3.87667 0.00014 -1.573 -0.018 -0.097
C -2.81220 0.52591 -2.43006 0.199 1.014 1.262
C 2.87157 -2.62818 0.47082 0.453 1.479 0.706
H 1.44639 1.66135 -5.02146 0.229 0.319 -0.016
H 1.00554 2.19129 -2.63470 0.088 -0.238 0.569
C -1.55210 -2.85715 4.78509 -1.206 0.620 0.511
H -3.62046 0.89436 -5.67253 -0.034 -0.627 -0.273
H -2.67746 3.89251 -2.87253 -0.054 0.169 0.172
H -3.38216 3.11371 -5.13334 0.322 -0.035 0.503
C -2.83368 2.84025 -3.04819 -0.074 -0.033 -0.100
H -1.34597 1.93304 7.17266 0.960 0.139 -1.031
C -2.12342 6.66151 0.00650 0.311 0.185 0.519
N -0.36120 -1.63330 -0.43545 -0.827 0.576 0.248
C -3.36609 6.01814 0.15162 1.541 -0.785 -0.129
S 5.22690 2.12553 0.13458 -0.502 -0.503 0.934
O 2.74505 0.51402 -0.74370 0.101 0.137 1.095
C 6.08604 2.38979 1.61097 0.477 1.517 -1.598
H 6.53215 3.35911 1.64941 0.511 0.256 0.434
C 4.76124 -2.29578 -3.01622 3.222 -1.377 0.484
H 3.31759 -3.02890 -0.42217 -0.099 -0.092 -0.155
C -3.10788 0.12111 -3.69715 0.323 -1.569 -0.149
H 0.97185 2.86345 7.03734 0.812 0.693 1.731
H 2.19727 2.91004 5.01710 0.734 0.526 -0.014
C 4.05183 -1.32085 -2.31925 -2.741 0.684 -0.946
H 1.31228 2.13224 2.96711 -0.393 -0.522 0.143
Os -0.28677 0.66327 0.13884 1.028 -0.109 0.684
C 5.26034 0.34880 1.96000 -1.442 -0.902 0.214
H -0.00835 6.43517 0.03080 0.704 0.537 -0.063
P -2.08471 2.09167 -0.33928 -1.386 0.619 -0.054
H 0.26185 -1.49016 -6.53408 0.287 0.135 0.154
C -3.16704 2.40188 -4.32682 -0.596 0.618 -0.637
C 0.81727 -0.34399 -4.83638 0.192 0.159 -0.309
H -2.63182 2.56207 2.45438 -0.976 -0.910 0.213
H 6.56300 1.25241 3.41368 0.178 0.401 -0.022
O -1.12246 -6.23060 -2.21077 0.776 -1.495 -1.225
H -0.88050 -3.51130 -3.11361 -0.073 0.080 -0.531
C 5.89885 -2.71184 -2.25903 -1.531 0.777 -0.686
S 2.24360 -1.04971 2.41983 0.509 -0.234 -0.765
H -3.74705 1.11841 2.86696 -0.851 0.012 0.883
C -1.97041 -5.44857 -1.46904 0.012 0.350 1.006
C 1.77655 -2.70223 2.50346 -0.226 0.534 -0.252
H 1.87577 -4.42288 1.16765 0.119 0.420 0.494
H 0.69993 0.16067 -6.93231 0.021 -0.053 0.467
S 5.92937 -1.92593 -0.74249 -0.452 0.581 -0.104
H -1.62561 -6.83232 -2.78945 0.373 0.357 0.473
H -3.58919 0.44913 0.47614 -0.208 -0.595 -0.259
C -0.80728 -2.51343 0.45225 1.219 0.400 1.566
C 2.14713 -3.38631 1.40694 0.024 -1.237 -1.045
H 3.08361 -0.88285 -2.61001 0.603 -0.324 -0.337
C -3.08229 -1.61556 2.84552 -1.115 -1.943 -0.604
H -2.60738 -0.20587 -1.66158 -0.009 -0.301 0.045
C -0.58643 1.44390 3.83730 0.146 0.047 -0.199
H -4.31960 4.07386 0.37216 1.586 0.761 -0.462
C 0.16710 -1.00362 -2.67676 0.054 1.332 1.026
P -1.39702 0.54626 2.42323 0.172 0.396 0.422
C -1.90861 -1.02617 3.23674 -0.474 1.416 -0.151
C -0.86486 -3.18222 -2.09639 -0.481 -1.944 -0.254
H 6.76062 -3.35023 -2.47727 -0.680 0.158 -0.263
C -3.32765 4.61775 0.19204 -1.833 -0.619 -0.104
C -1.28445 -4.14280 -1.14883 -0.852 0.204 -0.926
O 2.29901 -1.08718 -6.49662 0.309 -0.090 -0.127
C 6.08552 1.35647 2.45219 0.165 -0.212 0.744
C 0.88650 1.16405 -2.95854 0.174 -0.444 -2.511
H -1.98120 7.74281 0.03320 -0.566 -0.200 -0.105
H -0.03068 3.90471 0.02413 -0.583 1.022 -0.570
H 1.09373 -3.09006 3.22217 -0.130 0.091 0.772
H -3.69526 -1.30801 2.02170 -0.017 0.794 -0.383
H -4.26770 6.60041 0.24191 -0.206 -0.165 0.071
C -3.44112 1.47767 0.75668 1.633 -0.954 0.482
C 0.52461 2.49777 6.17909 -0.126 0.064 2.014
H -4.35980 1.94627 0.69116 -1.858 1.232 -0.644
H 2.69202 -0.62241 -7.24815 -0.318 -0.125 0.234
C -3.33938 1.06814 -4.65310 0.100 1.397 -0.437
H -0.64067 -2.19187 1.50318 -0.516 -0.340 -0.893
H -2.30083 1.21467 4.95253 -0.699 -0.385 0.670
N 0.40581 0.22763 -2.16885 -0.595 -0.090 -0.085
H -0.99900 -3.14905 5.68504 -0.249 -0.422 -0.543
H -1.49186 -4.49995 0.96587 0.034 0.474 -0.464
C -1.28321 1.52215 5.03525 0.012 -0.098 0.910
C -1.23496 -3.80362 0.15329 0.265 0.786 1.746
C -2.75165 -3.47030 4.36776 0.498 0.362 0.339
H -3.08234 -4.36855 4.89997 0.051 0.194 -0.558
C -2.70312 1.89455 -2.04870 0.166 -1.383 -0.143
H 5.00252 -0.50507 2.56262 0.115 -0.363 -0.115
C 1.13830 0.88429 -4.34777 -0.674 0.955 1.911
C -0.40025 -1.95624 -1.74271 0.391 -0.609 1.166
H 4.60261 -2.66432 -4.02888 -0.212 0.267 0.330
C 0.67395 2.00411 3.84999 1.344 0.835 -0.008
C 1.20203 2.54931 5.05034 0.696 -0.903 -4.083
C 4.61895 0.63896 0.79499 0.648 -0.683 -0.387
```
Positions in Å, forces in eV/Å.

**Highest occupied orbital energy (spin up / spin down)**: -8.2 / -10.1 eV
**Lowest unoccupied orbital energy (spin up / spin down)**: -2.4922 / -3.4849 eV
**F_max**: 0.082 Eh/bohr
**2S+1**: 5
**Total charge**: +1
**Electronic energy**: -127116.4604 eV

***

Q: Which formula does entry 2 have?
A: C51H45N2O3OsP2S4